ORCA calculation (wB97M-V/def2-TZVPD) on a 8-piece molecular cluster, C40H103N7O14 overall at a distorted geometry.

Structure (XYZ):
```
164
Properties=species:S:1:pos:R:3:forces:R:3:mulliken_charge:R:1
C 4.91273 -3.03710 -2.33729 0.5 0.5 -0.5 -0.284
O 3.70852 -3.70449 -2.35063 -0.5 -2.5 0.5 -0.533
C 2.59454 -2.95838 -1.96007 0.6 1.0 -0.2 0.676
C 1.24087 -3.66310 -2.08965 0.4 1.0 0.3 0.557
C 1.22370 -4.33472 -3.39825 -0.3 -1.0 -2.6 -1.612
N 0.24249 -2.58961 -2.08202 -0.1 0.0 -0.5 -0.084
H 4.77352 -1.98253 -2.09937 0.1 0.2 0.1 0.198
H 5.31517 -3.10119 -3.34824 0.3 0.1 -0.1 0.319
H 5.64015 -3.47629 -1.65460 -0.1 0.0 0.2 -0.162
H 2.76763 -2.56238 -0.95941 -0.3 0.1 0.3 -0.223
H 2.67109 -2.13714 -2.67267 -1.1 0.7 0.1 -0.036
H 1.09729 -4.40974 -1.30861 0.1 0.0 0.4 0.060
H 2.04307 -5.02486 -3.59933 0.2 0.1 0.5 0.338
H 1.24689 -3.62506 -4.22526 0.4 0.5 0.1 0.223
H 0.33560 -4.89474 -3.69112 -0.4 -0.2 0.8 0.461
H 0.12144 -2.08280 -1.21681 0.2 -0.3 0.4 -0.044
H -0.65757 -2.90607 -2.41345 0.0 -0.1 0.1 0.243
C -4.59956 -2.03275 0.61119 0.9 -0.4 -0.7 -0.691
O -3.54525 -2.96800 0.79971 -0.5 0.3 0.3 -0.239
C -3.65423 -3.69149 1.99263 0.2 -0.2 0.7 -1.030
C -3.48228 -2.85964 3.27983 1.0 0.6 -2.2 0.098
C -2.16178 -2.07429 3.26215 -0.9 0.9 0.0 0.333
N -3.41106 -3.71640 4.41318 -0.9 -0.9 0.3 -0.794
H -4.48355 -1.16701 1.26321 0.1 0.3 -0.2 0.155
H -5.60242 -2.42930 0.76970 0.0 -0.4 0.1 0.407
H -4.44807 -1.83010 -0.44903 -0.5 0.8 0.1 0.208
H -4.62876 -4.17492 2.06117 -0.2 -0.3 -0.1 0.380
H -2.86880 -4.44323 1.91452 0.0 -0.2 0.3 0.287
H -4.33377 -2.17926 3.29218 -0.1 0.1 0.5 0.478
H -1.27871 -2.62628 2.94027 -0.2 -0.2 -0.1 0.156
H -2.03532 -1.81684 4.31373 0.5 0.5 -0.1 0.363
H -2.26154 -1.15877 2.67908 0.3 0.0 0.0 -0.829
H -2.47705 -4.08198 4.29453 0.2 -0.5 0.8 0.363
H -3.41107 -3.09011 5.20555 0.2 -0.3 0.5 0.334
C 7.13429 -4.32445 0.93463 1.3 1.0 -0.2 -0.936
O 5.94985 -3.72219 1.33545 -1.2 -1.0 0.1 -0.081
C 4.91033 -4.70845 1.35747 -0.9 1.0 -0.7 -1.190
C 3.54394 -4.01390 1.55496 0.8 -1.2 0.0 0.309
N 3.40387 -3.72722 2.94067 -0.3 -0.8 1.6 -0.294
C 2.11610 -3.17639 3.32448 0.1 2.0 -0.4 0.149
C 1.85503 -3.14944 4.82662 0.0 -1.5 1.0 -0.962
O 0.52004 -2.87398 5.16332 -1.3 0.6 -0.2 0.022
C 0.09369 -3.19316 6.47814 -0.5 -0.4 -0.4 -0.975
H 7.44924 -5.17272 1.54237 -0.2 -0.2 0.2 0.312
H 7.87998 -3.53469 1.02593 0.3 -0.2 0.1 0.254
H 7.13504 -4.60414 -0.11887 -0.3 -0.3 -0.2 0.318
H 5.10195 -5.46975 2.11365 -0.1 0.2 0.5 0.370
H 4.85223 -5.28886 0.43668 0.3 0.3 -0.6 0.526
H 2.80626 -4.75082 1.23732 -0.3 0.0 0.1 0.514
H 3.38003 -3.10946 0.96911 0.4 0.0 -0.6 -0.433
H 4.13675 -3.07604 3.18347 0.1 0.1 0.3 0.319
H 1.28745 -3.53993 2.71678 0.0 -0.7 0.4 0.217
H 2.17156 -2.14070 2.98928 -0.5 0.7 0.0 -0.359
H 2.49915 -2.46570 5.37954 0.4 0.3 -0.3 0.330
H 2.02738 -4.13328 5.26304 0.6 -0.4 -0.2 0.470
H 0.01323 -4.25980 6.68765 1.0 -0.5 -0.2 0.361
H -0.97449 -2.99297 6.56180 0.0 1.0 -0.2 0.232
H 0.65170 -2.69111 7.26851 0.1 0.1 0.0 0.370
C -8.41812 3.83441 3.46266 -0.6 -0.6 0.4 -0.787
O -7.37603 3.82273 2.53509 0.4 0.5 -0.1 -0.324
C -6.86594 2.55391 2.27496 1.0 -1.2 -1.2 -0.563
C -5.62376 2.68635 1.36944 -0.2 1.4 -0.6 -0.778
N -4.48833 3.43671 1.99457 -2.2 -0.4 -1.5 -0.470
C -3.70250 2.49762 2.66441 2.2 -0.1 2.4 -0.467
C -2.69909 3.14675 3.68733 -1.0 -0.6 -1.3 0.409
O -3.40239 3.64360 4.81750 0.2 -0.8 -0.7 -0.376
C -2.55585 4.32092 5.71718 -0.6 -0.2 0.0 -0.602
H -8.09020 3.59006 4.47303 0.3 0.2 0.2 0.306
H -9.13744 3.05106 3.22382 -0.3 0.0 -0.2 0.327
H -8.94590 4.78796 3.47970 0.3 0.1 -0.2 0.255
H -7.54807 1.90989 1.71995 -0.7 0.2 -0.3 0.478
H -6.65363 1.93391 3.14594 0.3 0.4 0.7 0.387
H -5.91541 3.24331 0.47903 -0.4 0.4 0.1 0.354
H -5.31382 1.75853 0.88861 0.2 -0.4 0.7 0.294
H -4.99493 4.00859 2.65519 0.4 0.5 0.4 0.382
H -3.12679 1.85303 2.00022 0.2 0.4 -0.5 0.322
H -4.26359 1.76201 3.24074 -0.4 -0.2 0.5 0.283
H -2.12731 3.97217 3.26326 0.0 0.1 -0.4 -0.063
H -1.99528 2.32729 3.83307 0.2 0.0 1.0 -0.269
H -1.87471 3.61097 6.18636 0.2 0.1 0.2 0.193
H -3.24312 4.75077 6.44588 0.4 0.1 0.2 0.260
H -1.99745 5.10379 5.20395 0.1 0.2 0.0 0.279
C 1.70782 1.17343 -3.51476 0.7 -0.6 -1.0 0.677
O 2.54642 1.47698 -4.68517 0.5 -0.7 2.7 -0.444
C 2.06060 1.00451 -5.90008 -1.6 1.7 -0.6 -0.631
C 1.63803 -0.41422 -6.13952 0.2 -2.5 -0.9 -0.407
N 1.18448 -0.65453 -7.53126 0.3 1.7 -0.6 -0.298
C -0.03294 0.01821 -7.95971 -0.5 -0.7 0.4 -0.237
C -0.43830 -0.37656 -9.33831 0.1 0.2 -0.7 -0.888
O -1.22225 -1.56493 -9.36958 0.3 -0.4 -1.2 -0.320
C -1.42022 -2.07816 -10.70445 -0.2 -0.4 -0.1 -0.779
H 0.63889 1.25021 -3.71373 -0.1 0.2 -0.3 0.108
H 1.95299 1.79903 -2.65650 0.3 0.4 -0.4 -0.258
H 1.90617 0.14793 -3.20316 -0.1 -0.2 0.0 -0.413
H 2.78494 1.28503 -6.66476 0.1 -0.1 0.0 0.284
H 1.20675 1.67650 -5.98656 -0.7 -0.1 -1.1 0.321
H 0.89416 -0.89425 -5.50364 -0.1 0.7 0.8 0.405
H 2.52375 -1.04306 -6.04923 0.2 -0.1 0.2 0.267
H 1.16323 -1.59692 -7.89396 0.3 -0.2 0.8 0.285
H 0.05259 1.09952 -8.06719 0.3 0.1 0.8 0.313
H -0.87396 -0.29914 -7.34321 -0.4 0.6 0.6 0.213
H 0.52404 -0.39672 -9.84977 0.0 -0.7 -0.8 0.391
H -1.00485 0.44124 -9.78364 -0.3 0.0 -0.1 0.435
H -0.66053 -2.77718 -11.05424 0.7 0.3 0.3 0.291
H -1.55779 -1.33482 -11.48970 0.3 0.6 0.3 0.316
H -2.30888 -2.70076 -10.80819 -0.4 0.2 0.9 0.273
C 0.24062 6.31780 1.97886 -0.1 0.7 -0.1 -0.201
O 0.44976 6.20290 0.58982 1.2 -1.7 -1.1 -0.404
C 1.15896 4.99856 0.12752 -0.1 0.2 -0.3 -0.218
C 1.01311 4.76431 -1.37751 -0.6 0.8 1.1 -0.617
N -0.33430 4.35664 -1.67985 -0.4 -0.6 -1.4 -0.199
C -0.54253 4.33856 -3.13388 -0.9 -1.0 0.5 -0.944
C -1.84303 3.57581 -3.50478 1.6 0.6 0.3 -0.771
O -1.66200 2.19671 -3.23405 -0.9 -0.5 -0.4 0.198
C -2.67665 1.35042 -3.81966 0.4 0.4 -0.6 -0.992
H -0.25102 7.28889 2.03703 -0.5 -0.3 0.4 0.306
H 1.11423 6.44858 2.61744 0.7 -0.3 -0.4 0.327
H -0.33539 5.49958 2.41109 -0.3 0.0 -0.2 -0.209
H 0.76541 4.10479 0.61166 0.0 0.0 0.4 -0.057
H 2.24360 5.03521 0.22906 0.1 0.4 0.9 0.417
H 1.68323 3.97805 -1.72511 0.1 -0.2 0.3 0.170
H 1.34246 5.66349 -1.89819 -0.1 0.4 -0.2 0.531
H -1.05749 4.92514 -1.26284 0.3 0.3 0.4 0.225
H 0.30876 3.81564 -3.56972 0.0 0.1 -0.2 0.324
H -0.62721 5.34732 -3.53802 0.2 0.2 -0.2 0.397
H -1.99050 3.79253 -4.56280 -0.4 -0.3 -0.2 0.459
H -2.62197 4.03022 -2.89252 -0.6 -0.2 -0.1 0.408
H -2.63446 1.35548 -4.90883 0.3 0.4 -0.3 0.319
H -3.69386 1.67188 -3.59594 0.0 0.0 0.6 0.335
H -2.50949 0.29616 -3.59898 0.1 0.2 0.7 0.255
C 6.02873 -0.44020 2.15454 -0.7 1.1 -0.3 -0.443
O 4.98712 0.46759 1.72339 0.7 -0.4 2.0 -0.446
C 4.34201 0.01687 0.59717 -1.6 2.1 -1.8 -0.225
C 3.14374 1.04985 0.23703 1.6 -2.1 0.8 -0.410
N 2.01702 0.80575 1.12555 0.1 -0.4 0.5 1.466
C 2.20340 1.32809 2.50013 -0.1 1.6 -1.1 -1.728
C 1.04424 1.01809 3.38565 -0.1 -1.7 1.0 1.828
O 1.12416 1.65347 4.66686 -1.1 -1.0 0.7 -0.598
C 0.10106 1.08851 5.55067 0.0 0.3 -0.3 -0.201
H 6.52142 -0.03844 3.03995 0.0 0.4 -0.2 0.325
H 6.70260 -0.46455 1.29815 0.4 -0.7 0.3 0.303
H 5.63013 -1.40443 2.46994 0.0 -0.2 -0.6 0.021
H 3.98469 -1.01031 0.67016 -0.1 -0.1 0.0 -0.313
H 5.01231 0.14325 -0.25302 0.4 -0.5 -0.4 0.652
H 2.92681 0.89700 -0.82017 -0.6 -0.4 0.1 -0.365
H 3.59682 2.04120 0.24454 -0.1 0.4 0.6 0.389
H 1.16759 1.18750 0.73461 0.0 0.6 -0.2 -0.019
H 2.16815 2.41318 2.40300 0.7 0.5 0.2 0.257
H 3.16840 1.00967 2.89444 -0.3 0.0 0.1 0.355
H 1.10727 -0.05923 3.53898 -0.4 -0.4 0.2 -0.312
H 0.06073 1.19636 2.95088 0.0 0.4 -0.4 -0.519
H -0.88536 1.06212 5.08766 -0.1 0.7 -0.3 -0.041
H 0.04357 1.63288 6.49325 0.2 0.5 -0.4 0.402
H 0.13942 0.04822 5.87383 1.3 -0.5 -0.4 0.024
O 0.08047 -1.21826 0.65698 -2.2 0.2 -0.1 -0.224
C -1.08335 -0.34830 0.54969 0.8 0.9 -1.3 0.306
C -0.94187 0.62338 -0.67055 -1.2 -1.1 -0.8 0.099
O -0.18241 1.74416 -0.44542 1.6 0.7 1.6 0.359
H 0.80467 -0.61923 0.85271 1.0 0.2 0.3 0.247
H -2.01483 -0.90447 0.44419 0.4 -0.5 -0.2 -0.343
H -1.21437 0.26499 1.44121 0.2 0.1 0.2 -0.696
H -1.87771 1.01785 -1.06641 -0.7 -0.6 0.4 0.537
H -0.50327 0.10003 -1.52015 0.0 -0.7 0.0 0.088
H -0.38828 2.44455 -1.06885 -0.2 0.7 -0.4 -0.487
```
Positions in Å, forces in eV/Å.

The HOMO-LUMO gap comes out at 9.03 eV. As for the SMILES: COC[C@H](C)N.COC[C@H](C)N.COCCNCCOC.COCCNCCOC.COCCNCCOC.COCCNCCOC.COCCNCCOC.OCCO. The value obtained for the HOMO energy is -8.5 eV. The value obtained for the energy above the lowest of the compared OMol25 structures with the same formula, charge and spin is 2.4439 eV. The total energy comes out at -82234.60285 eV.